(1)
An isolated ion of composition C3H8NOS and charge +1 in a non-equilibrium geometry. Source: OMol25; level of theory: ωB97M-V with the def2-TZVPD basis set.

Calculated values
Net charge: +1
Electronic energy in eV: -17605.685
Multiplicity: 1
Energy above the lowest of the compared OMol25 structures with the same formula, charge and spin in eV: 0.747
HOMO level in Ha: -0.530
Frontier orbital gap in eV: 10.401

Positions of all 14 atoms, in Å:
N -1.141 0.015 0.752
C -0.376 -0.354 -0.478
C 0.377 -1.637 -0.137
O 0.747 -1.798 0.996
C 0.829 0.707 -0.799
S 0.513 2.302 0.021
H -2.127 0.151 0.522
H -0.999 -0.743 1.426
H -0.804 0.969 1.007
H -0.944 -0.427 -1.387
H 0.622 -2.377 -0.914
H 1.731 0.254 -0.443
H 0.568 0.976 -1.792
H 1.005 1.962 1.225

(2)
A 2-piece molecular cluster, C3H8NP overall. Source: OMol25; level of theory: ωB97M-V with the def2-TZVPD basis set.

Calculated values
Net charge: 0
Electronic energy in eV: -14018.523
Multiplicity: 1
Energy above the lowest of the compared OMol25 structures with the same formula, charge and spin in eV: 0.248
HOMO level in Ha: -0.325
Frontier orbital gap in eV: 9.491

Positions of all 13 atoms, in Å:
C -2.220 0.661 -2.078
C -0.884 0.713 -1.555
N 0.172 0.746 -1.119
H -2.560 1.668 -2.313
H -2.235 0.054 -2.982
H -2.883 0.218 -1.335
C 0.907 -0.906 1.079
P 2.669 -0.933 0.510
H 0.504 0.103 1.056
H 0.858 -1.301 2.095
H 0.323 -1.553 0.428
H 2.437 -0.236 -0.666
H 3.055 0.225 1.186

(3)
An isolated ion of composition C3H8NS and charge -1 in a non-equilibrium geometry. Source: OMol25; level of theory: ωB97M-V with the def2-TZVPD basis set.

Calculated values
Net charge: -1
Electronic energy in eV: -15566.302
Multiplicity: 1
Energy above the lowest of the compared OMol25 structures with the same formula, charge and spin in eV: 0.740
HOMO level in Ha: -0.090
Frontier orbital gap in eV: 6.714

Positions of all 13 atoms, in Å:
C 0.627 -0.288 -1.260
C 0.206 -0.327 0.250
N -1.087 -1.059 0.407
C 0.170 1.008 0.938
S -1.301 1.992 0.479
H 0.489 0.729 -1.626
H 0.159 -0.993 -1.919
H 1.661 -0.688 -1.273
H 0.936 -0.898 0.892
H -1.814 -0.355 0.745
H -1.375 -1.373 -0.505
H 0.149 0.614 1.985
H 1.180 1.638 0.887

(4)
A 2-piece molecular cluster, C3H8NS overall. Source: OMol25; level of theory: ωB97M-V with the def2-TZVPD basis set.

Calculated values
Net charge: 0
Electronic energy in eV: -15563.584
Multiplicity: 2
Energy above the lowest of the compared OMol25 structures with the same formula, charge and spin in eV: 0.938
HOMO level (spin up / spin down) in Ha: -0.292 / -0.292
<S²>: 0.753
Frontier orbital gap (spin up / spin down) in eV: 8.739 / 5.264

Positions of all 13 atoms, in Å:
C 0.164 0.610 -2.491
C 0.257 0.662 -1.158
N 1.423 0.741 -0.427
C 1.429 0.216 0.928
H 1.017 0.613 -3.162
H -0.787 0.483 -2.986
H -0.633 0.654 -0.539
H 2.261 0.506 -0.935
H 2.392 0.434 1.394
H 0.646 0.673 1.533
H 1.222 -0.865 1.032
S -1.569 -0.999 1.371
H -2.749 -1.361 1.851

(5)
An isolated ion of composition C3H8NS2 and charge +1 in a non-equilibrium geometry. Source: OMol25; level of theory: ωB97M-V with the def2-TZVPD basis set.

Calculated values
Net charge: +1
Electronic energy in eV: -26390.688
Multiplicity: 1
Energy above the lowest of the compared OMol25 structures with the same formula, charge and spin in eV: 3.602
HOMO level (spin up / spin down) in Ha: -0.486 / -0.486
Frontier orbital gap (spin up / spin down) in eV: 8.508 / 8.507

Positions of all 14 atoms, in Å:
C 0.030 -0.767 0.015
C -1.792 1.697 -2.751
C 1.611 -1.456 1.845
N 0.228 -0.845 1.463
S -0.401 0.702 -0.571
S -0.557 0.375 -2.561
H -1.318 2.732 -2.537
H -2.763 1.481 -2.255
H -2.029 1.874 -3.753
H 2.503 -0.730 1.509
H 1.861 -1.243 2.901
H 1.709 -2.372 1.314
H 0.211 -0.028 2.065
H -0.286 -1.698 1.715

(6)
An isolated ion of composition C3H8NS3 and charge +1 in a non-equilibrium geometry. Source: OMol25; level of theory: ωB97M-V with the def2-TZVPD basis set.

Calculated values
Net charge: +1
Electronic energy in eV: -37228.175
Multiplicity: 1
Energy above the lowest of the compared OMol25 structures with the same formula, charge and spin in eV: 1.663
HOMO level in Ha: -0.492
Frontier orbital gap in eV: 9.832

Positions of all 15 atoms, in Å:
S -2.311 -1.146 -0.463
C -1.036 0.056 0.176
S -1.667 1.702 0.608
N -0.011 0.067 -0.932
C 1.313 0.440 -0.349
C 1.540 -0.461 0.753
S -0.104 -0.588 1.677
H -1.964 -2.048 0.312
H -3.092 1.618 0.283
H -0.217 0.745 -1.822
H -0.074 -0.834 -1.299
H 1.245 1.384 0.215
H 2.170 0.465 -1.086
H 1.918 -1.401 0.451
H 2.290 0.001 1.476

(7)
A 2-piece molecular cluster, C3H8O overall in a non-equilibrium geometry. Source: OMol25; level of theory: ωB97M-V with the def2-TZVPD basis set.

Calculated values
Net charge: 0
Electronic energy in eV: -5285.173
Multiplicity: 1
Energy above the lowest of the compared OMol25 structures with the same formula, charge and spin in eV: 2.978
HOMO level in Ha: -0.316
Frontier orbital gap in eV: 9.602

Positions of all 12 atoms, in Å:
C 1.666 -0.329 0.009
C -1.105 0.870 -0.561
C -0.474 0.043 0.492
O -1.102 -1.185 0.555
H 1.935 -1.047 0.806
H 1.549 -0.976 -0.931
H 2.115 0.627 -0.264
H -1.358 1.947 -0.323
H -1.963 0.346 -0.880
H -0.452 0.835 -1.438
H -0.438 0.473 1.514
H -0.372 -1.604 1.020

(8)
The molecule C3H8O. Source: OMol25; level of theory: ωB97M-V with the def2-TZVPD basis set.

Calculated values
Net charge: 0
Electronic energy in eV: -5287.936
Multiplicity: 1
Energy above the lowest of the compared OMol25 structures with the same formula, charge and spin in eV: 0.215
HOMO level in Ha: -0.377
Frontier orbital gap in eV: 11.384

Positions of all 12 atoms, in Å:
C 0.772 -0.064 -1.322
C 0.448 0.236 0.140
C -0.944 -0.220 0.559
O -1.096 -0.247 1.966
H 0.476 -1.087 -1.584
H 1.845 0.029 -1.512
H 0.252 0.616 -2.006
H 1.166 -0.266 0.801
H 0.546 1.316 0.330
H -1.120 -1.247 0.218
H -1.711 0.416 0.086
H -0.634 0.519 2.323

(9)
A 2-piece molecular cluster, C3H8O overall in a non-equilibrium geometry. Source: OMol25; level of theory: ωB97M-V with the def2-TZVPD basis set.

Calculated values
Net charge: 0
Electronic energy in eV: -5286.580
Multiplicity: 1
Energy above the lowest of the compared OMol25 structures with the same formula, charge and spin in eV: 1.571
HOMO level in Ha: -0.354
Frontier orbital gap in eV: 10.703

Positions of all 12 atoms, in Å:
C -1.105 -0.549 0.558
C -0.047 0.482 0.241
C 1.351 -0.049 0.016
O -0.269 1.675 0.334
H -2.108 -0.192 0.318
H -0.935 -1.536 0.114
H -1.023 -0.642 1.646
H 1.403 -1.058 -0.409
H 1.955 0.641 -0.577
H 1.752 -0.082 1.034
H -0.451 0.311 -1.779
H -0.523 0.999 -1.496

(10)
A 2-piece molecular cluster, C3H8O overall in a non-equilibrium geometry. Source: OMol25; level of theory: ωB97M-V with the def2-TZVPD basis set.

Calculated values
Net charge: 0
Electronic energy in eV: -5286.488
Multiplicity: 1
Energy above the lowest of the compared OMol25 structures with the same formula, charge and spin in eV: 1.662
HOMO level in Ha: -0.342
Frontier orbital gap in eV: 10.215

Positions of all 12 atoms, in Å:
C -0.605 0.458 -2.096
C -1.314 0.183 -1.006
O -1.103 0.334 0.377
H -1.020 0.731 -3.054
H 0.473 0.597 -1.991
H -2.310 -0.253 -1.068
H -0.546 1.129 0.293
C 1.267 -0.654 1.692
H 0.965 -1.324 0.892
H 0.497 -0.534 2.448
H 1.511 0.359 1.364
H 2.184 -1.027 2.149

(11)
A 2-piece molecular cluster, C3H8O overall. Source: OMol25; level of theory: ωB97M-V with the def2-TZVPD basis set.

Calculated values
Net charge: 0
Electronic energy in eV: -5287.545
Multiplicity: 1
Energy above the lowest of the compared OMol25 structures with the same formula, charge and spin in eV: 0.605
HOMO level in Ha: -0.365
Frontier orbital gap in eV: 11.042

Positions of all 12 atoms, in Å:
C 1.695 -3.011 -1.615
C 0.666 -1.901 -1.661
O -0.052 -1.723 -2.611
H 1.231 -3.862 -1.102
H 2.540 -2.707 -1.006
H 1.897 -3.274 -2.653
H 0.574 -1.240 -0.776
C -2.070 5.489 4.603
H -1.692 4.514 4.303
H -1.957 6.330 3.926
H -1.653 5.788 5.561
H -3.115 5.313 4.757

(12)
A 2-piece molecular cluster, C3H8O overall in a non-equilibrium geometry. Source: OMol25; level of theory: ωB97M-V with the def2-TZVPD basis set.

Calculated values
Net charge: +1
Electronic energy in eV: -5277.609
Multiplicity: 2
Energy above the lowest of the compared OMol25 structures with the same formula, charge and spin in eV: 0.774
HOMO level (spin up / spin down) in Ha: -0.506 / -0.506
<S²>: 0.752
Frontier orbital gap (spin up / spin down) in eV: 7.893 / 4.316

Positions of all 12 atoms, in Å:
C 0.013 1.742 -1.392
C -0.392 0.387 -1.142
C -0.335 -0.690 -2.049
H -0.233 2.202 -2.332
H -0.316 2.394 -0.578
H 1.115 1.817 -1.258
H -0.734 0.108 -0.150
H -0.495 -1.686 -1.704
H -0.126 -0.657 -3.121
H 0.932 -2.523 4.600
H 0.100 -1.338 4.168
O 0.471 -1.755 4.959

Among the records above, which one has the highest energy above the lowest of the compared OMol25 structures with the same formula, charge and spin? C3H8NS2